Entry 1:
{"formula": "C10H16N2O", "method": "wB97M-V/def2-TZVPD", "elements": ["C", "C", "C", "C", "C", "C", "C", "C", "C", "C", "H", "H", "H", "H", "H", "H", "H", "H", "H", "H", "H", "H", "H", "H", "H", "H", "N", "N", "O"], "positions_angstrom": [[2.83336, 1.85620, 0.50588], [3.16800, -0.61922, 0.58978], [2.73623, -1.66719, -0.24503], [1.59318, 0.14377, -0.81045], [-0.67561, 0.12226, -0.65761], [-2.08119, 0.38005, -1.22438], [-2.73887, 1.08018, -0.09604], [-2.79079, 0.02287, 1.14298], [-2.13353, -1.22903, 0.50413], [-0.72267, -1.11282, 0.13257], [3.84528, 2.03542, -0.07802], [2.31294, 2.68706, -0.32226], [2.96094, 2.40650, 1.48224], [3.89110, -0.73519, 1.39368], [2.99652, -2.58372, -0.03695], [2.25514, 0.42166, -1.75110], [-2.21694, 0.83123, -2.52753], [-2.52031, -0.70413, -1.31951], [-3.71449, 1.32411, -0.33485], [-1.95462, 2.04530, 0.03385], [-2.03315, 0.45106, 1.91011], [-3.70841, -0.17282, 1.70363], [-2.50404, -2.17417, 1.37527], [-2.54927, -1.66817, -0.59142], [-0.10320, -1.14955, 1.05059], [-0.26903, -1.93432, -0.22047], [2.31651, 0.58826, 0.44829], [0.25822, 0.62652, -1.09622], [1.54870, -1.27211, -0.96118]], "mulliken_charge": [-0.928, -0.229, -0.690, 0.015, 0.216, -0.061, -0.726, -0.542, -0.568, -0.892, 0.330, 0.291, 0.311, 0.365, 0.545, 0.228, 0.222, 0.047, 0.422, 0.247, 0.203, 0.429, 0.222, 0.252, 0.380, 0.581, 0.107, -0.381, -0.394], "charge": 0, "e_above_lowest_kj_mol": 892.2, "lumo_energy_ev": 0.9274, "energy_ha": -575.04420, "gap_ha": 0.329}

Entry 2:
{"formula": "C27H30AuN4O2Te", "method": "wB97M-V/def2-TZVPD", "elements": ["Au", "C", "N", "C", "C", "O", "N", "C", "N", "H", "H", "H", "H", "H", "H", "H", "C", "C", "C", "C", "C", "C", "Te", "N", "C", "O", "C", "C", "C", "C", "C", "C", "C", "C", "C", "C", "C", "C", "C", "C", "C", "C", "H", "H", "H", "H", "H", "H", "H", "H", "H", "H", "H", "H", "H", "H", "H", "H", "H", "H", "H", "H", "H", "H", "H"], "positions_angstrom": [[-0.48290, 0.00830, 0.23033], [-0.49894, 2.03416, 5.32913], [-0.54100, 1.00251, 4.31806], [-0.40094, -0.41685, 4.58608], [-0.49335, -1.01558, 3.18542], [-0.48139, -2.18591, 2.92136], [-0.59618, 0.04176, 2.28708], [-0.60012, 1.17798, 2.99167], [-0.68048, 2.37111, 2.40627], [-0.97661, 1.66273, 6.23384], [-1.06087, 2.90871, 5.00379], [0.52399, 2.33129, 5.57057], [-1.19448, -0.79868, 5.22857], [0.56726, -0.65840, 5.02933], [-0.64639, 2.39754, 1.39398], [-0.52848, 3.21950, 2.91927], [-0.32918, -7.15729, -6.51375], [-0.24745, -5.96952, -5.59182], [-0.14232, -6.13069, -4.21711], [-0.07497, -5.04755, -3.34280], [0.04581, -5.34328, -1.86982], [-0.11822, -3.75440, -3.87820], [0.09857, -1.98146, -2.55219], [-0.41267, 0.05532, -1.76941], [0.05461, 0.97618, -2.61233], [0.37341, 0.76461, -3.79152], [0.10522, 2.41164, -2.12556], [0.77602, 2.79245, -0.96647], [0.80651, 4.12563, -0.57329], [0.15290, 5.09033, -1.32833], [-0.50641, 4.71623, -2.49233], [-0.51522, 3.38868, -2.89572], [-1.67396, -2.54047, -1.53132], [-1.58695, -2.95201, -0.20639], [-2.73084, -3.23800, 0.52660], [-3.97194, -3.10959, -0.07674], [-4.05727, -2.69423, -1.39881], [-2.92048, -2.39684, -2.14788], [-3.06654, -1.93582, -3.57272], [-0.19028, -3.56486, -5.26220], [-0.19070, -2.20159, -5.91938], [-0.26352, -4.67849, -6.09584], [-0.24234, -8.09250, -5.96132], [0.46634, -7.13063, -7.26036], [-1.27941, -7.17195, -7.05092], [-0.10286, -7.13438, -3.80479], [0.35618, -6.37736, -1.72172], [-0.90787, -5.20285, -1.35983], [0.77437, -4.69632, -1.37713], [1.30557, 2.04410, -0.38878], [1.35812, 4.41426, 0.31457], [0.17735, 6.12948, -1.02555], [-1.00673, 5.46438, -3.09432], [-1.00318, 3.09209, -3.81511], [-0.61987, -3.05327, 0.27194], [-2.64061, -3.55604, 1.55741], [-4.87560, -3.32470, 0.48001], [-5.03064, -2.58361, -1.86357], [-4.10334, -1.67901, -3.78885], [-2.75584, -2.72136, -4.26588], [-2.44911, -1.05750, -3.77419], [-0.03117, -1.38373, -5.21801], [-1.13979, -2.01951, -6.42931], [0.59604, -2.14644, -6.67384], [-0.32592, -4.52511, -7.16967]], "mulliken_charge": [0.252, -1.038, 0.053, -0.373, 0.217, -0.545, -0.526, 0.977, -0.314, 0.332, 0.380, 0.315, 0.325, 0.304, -0.024, 0.244, -1.498, 0.690, -0.924, 0.956, -1.510, -0.118, 0.624, -0.627, 0.509, -0.678, 0.165, -0.439, -0.756, -0.409, -0.483, -0.485, 0.433, -0.637, -0.752, -0.750, -0.640, 0.606, -1.317, 1.072, -1.779, -0.770, 0.340, 0.349, 0.321, 0.265, 0.444, 0.248, 0.242, 0.747, 0.462, 0.395, 0.381, 0.422, 0.760, 0.491, 0.393, 0.389, 0.462, 0.196, 0.187, 0.233, 0.316, 0.477, 0.416], "charge": 0, "spin_multiplicity": 2, "e_above_lowest_kj_mol": 0.0, "lumo_energy_ev": [-0.1092, -0.4337], "energy_ha": -1820.05965, "gap_ha": [0.238, 0.256]}

Entry 3:
{"formula": "C9H13NO2", "method": "wB97M-V/def2-TZVPD", "elements": ["C", "C", "C", "N", "C", "C", "C", "O", "C", "O", "C", "C", "H", "H", "H", "H", "H", "H", "H", "H", "H", "H", "H", "H", "H"], "positions_angstrom": [[2.06166, -0.79346, 1.62092], [1.59051, 0.60764, 1.81073], [1.04295, 1.28557, 0.58511], [-0.28598, 0.64933, 0.10842], [-1.36934, 0.74059, 0.93309], [-2.55558, 0.05398, 0.67965], [-2.66046, -0.56198, -0.60041], [-3.63777, -1.15999, -1.11246], [-1.36988, -0.70544, -1.41113], [-1.65114, -1.36901, -2.44802], [-0.17490, -0.06884, -1.11736], [0.75370, -0.10898, -2.29457], [2.54417, -1.04933, 2.59397], [1.22121, -1.41327, 1.39480], [2.84686, -0.85594, 0.86328], [2.26500, 1.39284, 2.21669], [0.91161, 0.56324, 2.56534], [1.76014, 1.18016, -0.30198], [1.01412, 2.38586, 0.84970], [-0.95720, 1.32507, 1.77017], [-3.47444, 0.23827, 1.20667], [-2.64290, -1.61984, -2.09037], [1.29325, -1.10352, -2.21792], [1.40712, 0.67215, -2.45253], [0.06731, -0.28510, -3.15180]], "mulliken_charge": [-1.192, -0.403, -0.727, 0.070, 0.198, -1.170, 1.112, -0.734, 0.135, -0.687, 0.432, -1.622, 0.378, 0.298, 0.305, 0.411, 0.345, 0.213, 0.301, 0.409, 0.362, 0.387, 0.278, 0.548, 0.354], "charge": 0, "smiles": "CCCn1ccc(=O)c(O)c1C", "e_above_lowest_kj_mol": 259.2, "lumo_energy_ev": 0.6480, "energy_ha": -555.90499, "gap_ha": 0.308}

Entry 4:
{"formula": "C66H59F10NO", "method": "wB97M-V/def2-TZVPD", "elements": ["F", "C", "C", "C", "C", "C", "C", "H", "H", "H", "H", "H", "F", "C", "C", "C", "C", "C", "C", "H", "H", "H", "H", "H", "F", "C", "C", "C", "C", "C", "C", "H", "H", "H", "H", "H", "F", "C", "C", "C", "C", "C", "C", "H", "H", "H", "H", "H", "F", "C", "C", "C", "C", "C", "C", "H", "H", "H", "H", "H", "F", "C", "C", "C", "C", "C", "C", "H", "H", "H", "H", "H", "F", "C", "C", "C", "C", "C", "C", "H", "H", "H", "H", "H", "F", "C", "C", "C", "C", "C", "C", "H", "H", "H", "H", "H", "F", "C", "C", "C", "C", "C", "C", "H", "H", "H", "H", "H", "F", "C", "C", "C", "C", "C", "C", "H", "H", "H", "H", "H", "C", "C", "C", "N", "C", "C", "H", "H", "H", "H", "H", "C", "O", "H", "H", "H", "H"], "positions_angstrom": [[-6.89578, -1.33793, 2.87574], [-5.73156, -1.88023, 3.29288], [-4.59600, -1.10483, 3.34445], [-3.43853, -1.64127, 3.94434], [-3.46112, -2.95060, 4.37382], [-4.60263, -3.72449, 4.29141], [-5.75502, -3.19460, 3.76420], [-4.60640, -0.08023, 2.99764], [-2.58447, -0.98842, 4.05854], [-2.57131, -3.45287, 4.73910], [-4.63052, -4.70458, 4.75039], [-6.64246, -3.78850, 3.58427], [1.19170, 5.20220, -4.20856], [0.28332, 4.32117, -4.61610], [-0.72684, 4.67244, -5.47956], [-1.79001, 3.79393, -5.68953], [-1.74686, 2.52660, -5.13429], [-0.70878, 2.14920, -4.26680], [0.31779, 3.04394, -4.07069], [-0.71725, 5.64325, -5.96101], [-2.55360, 4.16710, -6.35749], [-2.55235, 1.83680, -5.35526], [-0.78413, 1.21471, -3.72883], [1.11027, 2.93930, -3.33332], [2.25039, -7.05772, 4.74600], [2.80989, -6.12268, 3.94678], [3.27836, -6.42340, 2.69427], [3.74928, -5.41766, 1.84722], [3.71466, -4.10796, 2.31186], [3.43773, -3.85532, 3.65179], [2.96930, -4.85319, 4.49858], [3.03594, -7.36005, 2.20176], [4.11881, -5.63257, 0.85599], [4.13951, -3.31237, 1.71581], [3.46533, -2.86649, 4.09360], [2.74083, -4.62166, 5.52763], [1.70126, 8.37269, -1.22013], [2.09612, 7.08789, -1.31691], [1.30304, 6.08371, -0.80301], [1.76323, 4.76180, -0.75123], [2.95658, 4.44368, -1.39770], [3.66692, 5.46635, -2.04032], [3.27158, 6.78728, -1.96143], [0.38105, 6.35696, -0.30363], [1.11216, 4.01615, -0.31625], [3.29098, 3.41538, -1.38491], [4.66914, 5.30371, -2.41778], [3.89548, 7.51969, -2.45578], [3.64479, 1.13504, -3.48156], [4.67160, 1.91009, -3.85764], [5.54934, 2.50445, -2.95606], [6.58806, 3.23821, -3.50149], [6.59700, 3.62378, -4.82920], [5.70332, 3.04368, -5.72719], [4.75495, 2.18882, -5.21323], [5.43888, 2.28984, -1.90139], [7.37196, 3.63685, -2.86860], [7.37865, 4.30675, -5.13691], [5.69401, 3.28200, -6.78093], [3.98084, 1.76136, -5.84155], [2.43719, -5.96650, -1.20193], [1.80947, -4.96535, -1.86179], [0.42862, -4.88246, -1.90986], [-0.13588, -3.91679, -2.75331], [0.66182, -3.00296, -3.40951], [2.03181, -3.06027, -3.26730], [2.64887, -4.09931, -2.56202], [-0.22398, -5.48252, -1.29187], [-1.21766, -3.94274, -2.78141], [0.20125, -2.32089, -4.11425], [2.70051, -2.43757, -3.85122], [3.72456, -4.16038, -2.51325], [0.52410, 2.59368, 8.62334], [0.27574, 2.38312, 7.32236], [-0.96897, 2.59318, 6.76076], [-1.30416, 2.03240, 5.53085], [-0.32485, 1.33784, 4.84309], [0.97475, 1.25057, 5.34589], [1.30102, 1.81764, 6.56105], [-1.68132, 3.23977, 7.26169], [-2.27766, 2.22770, 5.10563], [-0.53073, 1.04480, 3.82238], [1.74633, 0.74947, 4.77600], [2.30821, 1.82216, 6.95522], [0.55998, -2.29249, 2.08616], [0.59479, -1.33883, 1.13503], [1.49216, -1.48759, 0.08432], [1.63506, -0.49338, -0.83942], [0.85579, 0.65712, -0.73133], [-0.00704, 0.80739, 0.32658], [-0.15199, -0.19397, 1.28545], [1.94211, -2.46830, -0.01933], [2.22416, -0.71303, -1.72162], [0.86706, 1.32166, -1.58788], [-0.51188, 1.75822, 0.44997], [-0.85974, -0.16046, 2.10280], [-2.18882, 3.09575, 1.67181], [-3.07311, 3.99634, 1.18367], [-3.64862, 4.93358, 1.98386], [-4.55572, 5.84227, 1.45893], [-4.90429, 5.75277, 0.10118], [-4.24249, 4.84316, -0.71113], [-3.33527, 3.93305, -0.17333], [-3.36032, 5.11422, 3.01342], [-5.00656, 6.60151, 2.08071], [-5.64361, 6.39615, -0.35428], [-4.49734, 4.83700, -1.76287], [-2.69910, 3.25339, -0.72750], [-1.95026, -2.93040, 0.60342], [-2.29622, -4.14949, 1.01973], [-3.62069, -4.51619, 0.91786], [-4.06270, -5.77604, 1.30842], [-3.13535, -6.63065, 1.88823], [-1.78658, -6.31034, 1.89230], [-1.36618, -5.06224, 1.49350], [-4.30309, -3.82366, 0.43654], [-5.09373, -6.05549, 1.14892], [-3.44937, -7.63655, 2.14587], [-1.09712, -7.08274, 2.20672], [-0.30935, -4.88961, 1.67299], [-4.41732, 0.03166, -0.79906], [-3.24447, -0.53669, -1.25024], [-3.18032, -1.05152, -2.53178], [-4.16987, -0.85236, -3.41350], [-5.26993, -0.24148, -2.98237], [-5.48231, 0.19704, -1.68538], [-4.60375, 0.42855, 0.19251], [-2.42503, -0.63879, -0.54899], [-2.34493, -1.66251, -2.84687], [-5.98415, 0.04713, -3.74876], [-6.42678, 0.64459, -1.41437], [4.96884, -2.25871, -0.43938], [5.48517, -1.74119, -1.66149], [3.89814, -2.41114, -0.56339], [5.34948, -3.29182, -0.34748], [5.32067, -1.81188, 0.48440], [5.40455, -2.40487, -2.34587]], "mulliken_charge": [-0.355, 0.442, -0.544, -0.224, -0.653, -0.331, -0.589, 0.508, 0.488, 0.395, 0.412, 0.431, -0.201, -0.037, -0.423, -0.523, -0.590, -0.459, 0.146, 0.411, 0.415, 0.434, 0.662, 0.169, -0.349, 0.378, -0.585, -0.285, 0.247, -0.570, -0.396, 0.365, 0.360, 0.000, 0.381, 0.434, -0.329, 0.341, -0.629, -0.293, -0.322, -0.120, -0.697, 0.491, 0.440, 0.370, 0.309, 0.430, -0.165, 0.404, -0.422, -0.635, -0.371, -0.552, -0.283, 0.511, 0.349, 0.402, 0.407, 0.374, -0.418, 0.916, -0.920, -0.376, -0.897, -0.079, -0.811, 0.523, 0.470, 0.488, 0.504, 0.631, -0.283, 0.151, -0.324, -0.558, 0.049, -0.546, -0.372, 0.368, 0.459, 0.214, 0.466, 0.394, -0.447, -0.635, -0.240, -0.601, -0.162, -0.630, -0.220, 0.291, 0.601, 0.872, 0.343, 0.770, -0.095, 0.356, -0.435, -0.452, -0.505, -0.682, -0.373, 0.398, 0.386, 0.380, 0.409, 0.615, -0.008, 0.206, -0.322, -0.512, -0.596, -0.691, -0.522, 0.461, 0.446, 0.383, 0.469, 0.699, -0.413, 0.221, -0.779, -0.521, -0.325, -0.678, 0.586, 0.350, 0.728, 0.375, 0.433, -0.608, -0.568, 0.032, 0.438, 0.474, 0.278], "charge": 0, "smiles": "Fc1ccccc1.Fc1ccccc1.Fc1ccccc1.Fc1ccccc1.Fc1ccccc1.Fc1ccccc1.Fc1ccccc1.Fc1ccccc1.Fc1ccccc1.Fc1ccccc1.c1ccncc1.CO", "lumo_energy_ev": 0.4996, "energy_ha": -3678.92988, "gap_ha": 0.354}

Entry 5:
{"formula": "C4H10N", "method": "wB97M-V/def2-TZVPD", "elements": ["C", "C", "N", "C", "C", "H", "H", "H", "H", "H", "H", "H", "H", "H", "H"], "positions_angstrom": [[-1.44653, 0.10542, -1.42650], [-0.57665, 0.05439, -0.43431], [-1.17955, -0.30644, 0.91622], [0.82703, 0.57390, -0.40157], [1.76402, -0.17221, 0.56132], [-0.98240, 0.38922, -2.36423], [-2.38837, -0.41996, -1.44085], [-1.39910, -1.30461, 0.95137], [-0.53445, -0.11321, 1.68509], [-2.04860, 0.21206, 1.03376], [1.23994, 0.45894, -1.39839], [0.78533, 1.63947, -0.17633], [2.73894, 0.28655, 0.66044], [1.89416, -1.21470, 0.27451], [1.30622, -0.18881, 1.55946]], "mulliken_charge": [-0.918, 0.413, -0.255, -0.376, -1.174, 0.289, 0.346, 0.373, 0.308, 0.397, 0.350, 0.286, 0.337, 0.326, 0.299], "charge": 1, "smiles": "C=C([NH3+])CC", "e_above_lowest_kj_mol": 109.3, "lumo_energy_ev": -3.7739, "energy_ha": -212.87872, "gap_ha": 0.413}

Entry 6:
{"formula": "C3H5O3Sm", "method": "wB97M-V/def2-TZVPD", "elements": ["H", "O", "C", "C", "O", "O", "C", "Sm", "H", "H", "H", "H"], "positions_angstrom": [[-1.07321, 0.70172, -1.35483], [-0.37054, 0.13670, -0.99336], [0.68021, 1.69398, 0.05857], [-0.75227, -0.51853, 0.23815], [0.44363, 2.81501, -0.02236], [1.22476, 0.77789, 0.67727], [0.52490, -0.51888, 1.04138], [0.45753, -1.89467, -3.35844], [-1.19553, -1.50891, 0.11117], [-1.51568, 0.06769, 0.76548], [1.20582, -1.31119, 0.71635], [0.37039, -0.44080, 2.12061]], "mulliken_charge": [0.388, -0.595, 0.727, -0.333, -0.059, -0.157, -0.213, 1.951, 0.357, 0.346, 0.259, 0.330], "charge": 3, "spin_multiplicity": 7, "e_above_lowest_kj_mol": 1.9, "lumo_energy_ev": [-13.9636, -13.7527], "energy_ha": -999.72047, "gap_ha": [0.355, 0.388]}